[1]
Entry from OMol25: the ion C7H6NOS with charge +1 (the ωB97M-V functional and the def2-TZVPD basis).

Structure (ORCA input):
```
! RIJCOSX wB97M-V def2-TZVPD def2/J DEFGRID3
* xyz 1 1
C -0.52 -0.18 -0.23
C -2.02 -0.22 -1.94
H 0.83 1.40 2.48
H -0.78 0.13 1.70
H -2.31 0.68 0.08
C 0.03 0.02 1.05
S -0.73 -0.83 -2.76
C 0.28 -0.69 -1.33
C 1.67 -0.67 -1.36
N 0.98 1.01 1.59
C -1.79 0.01 -0.60
O 2.80 -0.83 -1.42
H 1.56 -0.85 2.49
C 1.34 -0.43 1.52
H 1.61 1.59 1.06
H -2.94 -0.16 -2.34
*
```

Results
M: 152.2 g mol⁻¹
Orbital gap (alpha / beta): 6.28 / 6.28 eV
Electronic energy: -21717.002 eV


[2]
Entry from OMol25: the molecule C4H5NO2S (the ωB97M-V functional and the def2-TZVPD basis).

Structure (ORCA input):
```
! RIJCOSX wB97M-V def2-TZVPD def2/J DEFGRID3
* xyz 0 1
H -1.99 0.26 -1.35
O 1.37 1.33 -0.94
H 2.41 1.10 1.50
S -0.80 -0.86 1.33
H -0.37 0.60 -2.02
H -1.00 -1.03 -1.89
C -0.94 -0.09 -1.39
C 0.71 -0.16 2.12
N -0.12 -0.17 -0.19
C 1.50 0.63 1.36
H 0.92 -0.42 3.07
C 0.89 0.68 -0.07
O -0.55 -2.32 1.27
*
```

Results
M: 131.2 g mol⁻¹
Orbital gap: 10.13 eV
Electronic energy: -20647.473 eV


[3]
Entry from OMol25: a structure of composition C18H17Br36N3 (the ωB97M-V functional and the def2-TZVPD basis).

Structure (ORCA input):
```
! RIJCOSX wB97M-V def2-TZVPD def2/J DEFGRID3
* xyz 0 1
Br -4.44 -5.23 -4.04
H 4.76 0.29 5.78
Br -6.88 -6.42 1.81
Br 2.60 0.30 4.54
H 4.42 -4.40 -3.37
Br -0.58 -2.17 -2.36
Br 4.94 -1.90 4.61
H -2.29 0.05 1.01
C -1.09 0.95 3.03
C -0.47 -3.11 -10.78
C 1.60 2.40 0.24
Br -6.69 5.36 -0.19
Br 6.06 8.82 3.97
Br -7.72 4.01 2.53
H -3.02 -0.67 3.54
Br -5.62 -4.40 -0.34
C 4.03 -0.49 5.59
H -2.32 1.62 0.56
H 8.82 3.86 0.51
Br 3.81 5.25 2.49
N -3.11 3.90 3.08
H -3.67 0.78 4.47
Br 8.06 3.65 2.86
Br 4.11 9.05 6.51
H 0.75 -0.21 3.92
H 2.52 7.18 3.36
Br 3.36 -3.07 -5.17
Br 2.99 9.63 3.56
Br 1.25 -3.57 -10.03
Br 6.77 2.51 0.16
H 4.79 10.76 4.84
C 4.52 9.72 4.74
H -3.94 -7.66 -4.04
Br 1.04 2.35 2.10
Br -1.85 -4.17 -0.20
C -5.45 -5.17 1.43
Br -6.35 6.90 2.60
C 0.62 -7.30 -7.39
H 0.51 -3.51 -0.58
C 3.48 -3.86 -3.41
Br 1.88 -6.13 -6.49
C 2.27 6.13 3.25
C -3.57 0.32 3.43
C -2.89 2.77 2.94
Br 3.52 2.23 0.06
H -0.32 -2.23 -11.41
C -6.41 5.18 1.72
Br -1.74 -2.60 -9.41
C -0.02 0.47 3.41
C -0.41 -2.94 -0.59
N -2.78 0.95 1.18
Br -0.25 -1.57 0.77
Br 7.12 5.67 0.56
H -4.52 -5.73 1.44
Br 3.39 -1.10 7.31
C 7.83 3.92 0.96
Br 1.36 -8.02 -9.03
Br 3.55 -2.51 -2.02
C -4.96 0.18 2.76
Br -1.16 -4.51 -11.92
C -3.53 -6.84 -3.46
Br -1.08 -6.42 -7.69
Br 2.07 -5.15 -3.09
H 0.44 -8.14 -6.73
Br 1.86 5.47 5.03
H 1.33 3.38 -0.14
N -5.91 -0.14 2.18
C -2.57 1.28 2.60
Br -5.31 -3.80 2.79
H -5.44 4.71 1.86
Br 0.65 1.09 -0.82
Br 0.73 6.03 2.08
Br -1.63 -6.76 -3.84
Br -3.86 -7.22 -1.60
*
```

Results
M: 3151.9 g mol⁻¹
Orbital gap: 8.63 eV
Electronic energy: -2544932.177 eV